1.
17
Properties=species:S:1:pos:R:3:mulliken_charge:R:1 method="wB97M-V/def2-TZVPD" multiplicity=3 total_energy_ev=-31762.2511 lumo_ev="0.6 / -1.9" homo_lumo_gap_ev="8.112 / 9.193"
P 0.95960 -0.16643 -1.28564 -0.1848
F -1.60137 4.13108 -0.83668 -0.2364
F 2.85235 -1.40832 0.03404 -0.2114
F 3.10518 -1.46512 -2.05825 -0.2465
F -3.15409 2.83958 -0.02727 -0.2313
F -1.66304 3.68566 1.22073 -0.2514
F 1.59476 -2.82041 -1.30529 -0.2311
N -0.77024 0.33842 0.39048 -0.8110
N 0.11887 -0.55507 0.09012 0.6371
C 0.17844 -1.85429 0.81728 -0.8779
C 2.19607 -1.59242 -1.10565 0.6555
C -1.89852 3.17953 0.00346 1.0032
H -0.67674 -1.83590 1.40865 0.4646
H 0.09574 -2.71679 0.11892 0.2694
H 1.03149 -1.97006 1.47598 0.2635
H -1.13583 0.00737 1.30412 0.1683
H -1.23268 2.20317 -0.24499 -0.1799



2.
13
Properties=species:S:1:pos:R:3:mulliken_charge:R:1 method="wB97M-V/def2-TZVPD" smiles="[H]/N=C(/N)N(C)S" total_energy_ev=-17492.3422 lumo_ev=0.7 homo_lumo_gap_ev=9.928
S -1.70331 -1.01573 0.11244 -0.2117
N 1.26133 -1.63216 -0.40719 -0.4482
N 1.66895 0.46888 0.44024 -0.7395
N -0.44457 -0.04894 -0.50409 -0.0804
C -0.85240 1.38492 -0.31210 -1.0388
C 0.85982 -0.35099 -0.12206 0.5042
H 0.49847 -2.28119 -0.72992 0.2615
H -0.26204 2.01450 -0.99816 0.3793
H -1.96640 1.51788 -0.53047 0.2598
H 1.94285 -2.01176 0.22082 0.2616
H -1.40976 -1.12229 1.44403 0.1380
H -0.78727 1.72798 0.69766 0.4393
H 1.19432 1.34890 0.68879 0.2749